# 1
# C32H23N2O6S3SbTi

C32H23N2O6S3SbTi as an isolated structure (the ωB97M-V functional and the def2-TZVPD basis, the Open Molecules 2025 dataset).

Atoms and positions in Å:
Ti1 1.194 1.541 1.729
O1 4.019 3.508 4.374
C1 3.171 3.163 3.445
O2 2.357 2.235 3.534
C2 3.326 3.892 2.130
C3 3.992 5.073 1.835
C4 4.049 5.382 0.505
C5 3.389 4.609 -0.445
C6 2.661 3.497 -0.036
N1 2.674 3.151 1.234
C7 1.864 2.518 -0.899
O3 1.924 2.528 -2.081
O4 1.194 1.662 -0.098
H1 3.789 2.950 5.136
H2 4.374 5.661 2.618
H3 4.544 6.265 0.138
H4 3.436 4.872 -1.473
S1 2.449 -0.719 1.662
Sb1 0.733 -1.623 0.402
C8 -0.882 -0.385 0.906
C9 -1.227 -0.405 2.191
C10 -2.437 0.159 2.783
C11 -2.857 1.348 2.451
C12 -2.232 2.330 1.516
C13 -1.500 0.401 -0.177
C14 0.384 -3.545 1.083
C15 1.517 -4.371 1.166
C16 1.402 -5.629 1.779
C17 0.178 -5.988 2.264
C18 -0.927 -5.100 2.292
C19 -0.845 -3.872 1.675
C20 0.963 -1.393 -1.654
C21 2.085 -0.702 -2.213
C22 2.144 -0.592 -3.601
C23 1.120 -1.146 -4.355
C24 0.063 -1.826 -3.808
C25 -0.022 -2.002 -2.428
H5 -0.652 -1.117 2.857
H6 -2.928 -0.393 3.546
H7 -3.840 1.608 2.800
H8 -2.898 3.236 1.510
H9 -0.692 0.564 -0.933
H10 2.456 -4.075 0.710
H11 2.269 -6.246 1.956
H12 -0.013 -6.908 2.739
H13 -1.856 -5.340 2.860
H14 -1.658 -3.167 1.703
H15 2.809 -0.143 -1.658
H16 2.905 0.071 -4.042
H17 1.124 -0.925 -5.412
H18 -0.706 -2.159 -4.432
H19 -0.819 -2.628 -2.044
O5 -0.907 1.914 -2.695
S2 -2.365 1.918 -2.441
O6 -3.218 2.644 -3.309
N2 -2.497 2.514 -0.897
C26 -2.078 1.807 0.032
S3 -0.563 2.935 2.156
C27 -2.504 -0.348 -1.070
C28 -3.017 -1.583 -0.794
C29 -3.796 -2.344 -1.689
C30 -4.115 -1.725 -2.877
C31 -3.763 -0.379 -3.113
C32 -2.961 0.302 -2.186
H20 -2.719 -2.025 0.162
H21 -4.070 -3.383 -1.510
H22 -4.801 -2.206 -3.544
H23 -4.188 0.135 -3.964

As for the net charge: +1. For the frontier orbital gap (spin up / spin down), the calculation gives 7.238 / 7.672 eV. As for the HOMO energy (spin up / spin down): -10.753 / -11.368 eV. Its energy above the lowest of the compared OMol25 structures with the same formula, charge and spin is 45.4 kcal/mol. For the LUMO energy (spin up / spin down), the calculation gives -3.52 / -3.70 eV. Its spin multiplicity is 2.

Results of the natural (NBO) charge analysis, in e, for atoms 1 through 6: atom 1 (Ti): 1.38, atom 2 (O): -0.60, atom 3 (C): 0.81, atom 4 (O): -0.62, atom 5 (C): 0.08, atom 6 (C): -0.17

---

# 2
# C32H24CrN7O3

C32H24CrN7O3 as an isolated structure (the ωB97M-V functional and the def2-TZVPD basis, the Open Molecules 2025 dataset).

Atoms and positions in Å:
Cr1 -0.536 1.632 -1.640
N1 0.308 3.013 -0.208
C1 -0.025 4.293 -0.765
C2 0.973 5.167 -1.165
C3 0.634 6.368 -1.767
C4 -0.702 6.686 -1.963
C5 -1.692 5.804 -1.557
C6 -1.378 4.589 -0.951
C7 -2.429 3.632 -0.505
C8 -3.596 4.141 0.071
C9 -4.600 3.286 0.491
C10 -4.448 1.917 0.328
C11 -3.294 1.412 -0.255
C12 -2.255 2.244 -0.676
H1 -0.209 2.833 0.648
H2 1.302 2.913 -0.029
H3 2.013 4.904 -1.005
H4 1.411 7.052 -2.081
H5 -0.974 7.618 -2.439
H6 -2.732 6.046 -1.731
H7 -3.706 5.210 0.208
H8 -5.496 3.687 0.947
H9 -5.231 1.242 0.653
H10 -3.212 0.340 -0.392
C13 3.437 -3.691 4.691
O1 2.195 -3.069 4.428
C14 1.322 -3.727 3.619
C15 0.102 -3.094 3.399
C16 -0.837 -3.662 2.564
C17 -0.570 -4.881 1.947
C18 0.612 -5.548 2.225
C19 1.577 -4.965 3.034
N2 -1.532 -5.549 1.131
N3 -2.077 -5.002 0.163
C20 -1.686 -3.724 -0.343
C21 -2.587 -3.109 -1.148
C22 -2.456 -1.896 -1.906
C23 -1.499 -0.928 -1.804
O2 -1.530 0.199 -2.489
C24 -0.421 -0.971 -0.794
N4 0.447 0.112 -0.893
C25 2.369 -1.530 -0.743
C26 2.035 -2.855 -0.774
C27 0.827 -3.654 -0.755
C28 -0.337 -3.151 -0.295
H11 3.975 -3.023 5.358
H12 4.016 -3.828 3.774
H13 3.303 -4.659 5.182
H14 -0.084 -2.144 3.882
H15 -1.777 -3.156 2.384
H16 0.781 -6.521 1.784
H17 2.505 -5.487 3.210
H18 -3.524 -3.641 -1.274
H19 -3.252 -1.686 -2.610
H20 3.444 -1.403 -0.765
H21 2.924 -3.476 -0.851
H22 0.908 -4.698 -1.032
N5 3.245 2.648 -2.811
C29 2.281 1.853 -2.299
O3 1.097 2.079 -2.689
C30 2.652 0.817 -1.381
C31 1.743 -0.201 -0.943
N6 -0.199 -1.836 0.111
C32 4.053 0.680 -1.181
N7 5.201 0.664 -1.074
H23 4.219 2.425 -2.685
H24 2.973 3.259 -3.562

For the frontier orbital gap (spin up / spin down), the calculation gives 6.689 / 6.727 eV. As for the HOMO energy (spin up / spin down): -7.498 / -7.586 eV. Its energy above the lowest of the compared OMol25 structures with the same formula, charge and spin is 64.9 kcal/mol. For the LUMO energy (spin up / spin down), the calculation gives -0.81 / -0.86 eV. Its spin multiplicity is 4.

Results of the natural (NBO) charge analysis, in e, for atoms 1 through 6: atom 1 (Cr): 1.36, atom 2 (N): -0.81, atom 3 (C): 0.20, atom 4 (C): -0.25, atom 5 (C): -0.20, atom 6 (C): -0.21

---

# 3
# C32H24CuN17O2S

C32H24CuN17O2S as an isolated structure (the ωB97M-V functional and the def2-TZVPD basis, the Open Molecules 2025 dataset).

Atoms and positions in Å:
Cu1 0.243 -0.268 0.811
C1 5.630 -0.275 1.199
N1 4.509 -0.304 0.297
C2 3.244 0.002 0.597
N2 2.507 -0.010 -0.490
C3 3.396 -0.350 -1.455
N3 4.635 -0.517 -1.037
C4 6.162 1.118 1.429
C5 7.516 1.407 1.348
C6 7.982 2.685 1.635
C7 7.101 3.690 1.994
C8 5.737 3.408 2.060
C9 5.274 2.127 1.791
C10 4.768 4.442 2.425
N4 4.942 5.551 3.055
N5 3.689 6.148 3.143
C11 2.862 5.350 2.556
O1 3.476 4.245 2.076
C12 1.427 5.498 2.316
C13 0.676 6.362 3.107
C14 -0.678 6.497 2.857
C15 -1.271 5.805 1.811
C16 -0.522 4.957 1.005
C17 -1.175 4.239 -0.153
N6 -0.290 4.101 -1.291
C18 0.361 3.004 -1.705
N7 1.142 3.302 -2.730
C19 0.920 4.629 -2.892
N8 0.066 5.162 -2.045
C20 0.828 4.789 1.280
H1 6.395 -0.942 0.804
H2 5.285 -0.675 2.154
H3 2.912 0.206 1.608
H4 3.123 -0.480 -2.490
H5 8.215 0.631 1.056
H6 9.041 2.899 1.564
H7 7.450 4.690 2.212
H8 4.212 1.923 1.883
H9 1.159 6.902 3.909
H10 -1.278 7.152 3.477
H11 -2.329 5.924 1.611
H12 -2.064 4.779 -0.474
H13 -1.481 3.234 0.129
H14 0.214 2.038 -1.241
H15 1.397 5.221 -3.657
H16 1.426 4.121 0.672
N9 -1.284 1.946 2.954
C21 -1.952 1.630 1.791
N10 -3.183 2.069 1.552
N11 -3.444 1.638 0.300
N12 -2.435 0.989 -0.173
N13 -1.449 0.953 0.761
C22 0.050 1.723 3.219
N14 0.635 2.217 4.307
N15 1.925 1.875 4.164
N16 2.092 1.220 3.066
N17 0.902 1.088 2.422
H17 -1.823 2.372 3.685
C23 -1.888 -10.097 -0.860
C24 -0.457 -9.655 -1.005
O2 0.069 -9.440 -2.058
S1 0.432 -9.439 0.586
C25 0.426 -7.659 0.611
C26 -0.532 -6.989 1.369
C27 -0.553 -5.608 1.408
C28 0.379 -4.841 0.685
C29 1.336 -5.541 -0.074
C30 1.363 -6.922 -0.109
C31 0.354 -3.425 0.726
C32 0.311 -2.199 0.759
H18 -2.327 -10.288 -1.838
H19 -2.437 -9.307 -0.346
H20 -1.936 -10.984 -0.228
H21 -1.259 -7.562 1.934
H22 -1.295 -5.089 2.000
H23 2.064 -4.969 -0.634
H24 2.107 -7.441 -0.700

As for the net charge: -2. For the frontier orbital gap, the calculation gives 5.722 eV. As for the HOMO energy: -2.302 eV. Its energy above the lowest of the compared OMol25 structures with the same formula, charge and spin is 24.4 kcal/mol. For the LUMO energy, the calculation gives 3.42 eV.

Results of the Löwdin charge analysis, in e, for atoms 1 through 6: atom 1 (Cu): 0.18, atom 2 (C): -0.08, atom 3 (N): -0.14, atom 4 (C): -0.18, atom 5 (N): 0.08, atom 6 (C): -0.22